# 1
# C3H9N

A molecular structure, C3H9N in a non-equilibrium geometry (ωB97M-V with the def2-TZVPD basis set, the OMol25 dataset).

Structure (XYZ):
```
13
Properties=species:S:1:pos:R:3:mulliken_charge:R:1
C 1.47683 0.36044 0.12151 -1.10
C 0.51840 -0.78934 -0.32636 -0.55
C -1.72772 0.28358 -0.05522 -0.88
H 2.06820 0.11707 1.23707 0.23
H 2.32064 0.34521 -0.32685 0.48
H 1.17824 1.34243 -0.07413 0.31
H 0.19507 -0.21988 -1.55489 0.19
H 0.88395 -1.71707 -0.39108 0.43
H -0.27789 -0.72729 1.49932 0.27
H -2.49963 0.36829 0.59074 0.38
H -1.95168 -0.05678 -0.87021 0.47
H -1.37692 1.45196 -0.16768 0.18
N -0.80751 -0.75862 0.31778 -0.42
```

Relative energy (zero: lowest compared OMol25 entry of this formula, charge and spin): 509.87 kJ/mol
Spin multiplicity: 1
Orbital gap: 10.089 eV

# 2
# C3H9N2

2 unconnected molecules or ions with the total composition C3H9N2 in a non-equilibrium geometry (ωB97M-V with the def2-TZVPD basis set, the OMol25 dataset).

Structure (XYZ):
```
14
Properties=species:S:1:pos:R:3:mulliken_charge:R:1
C -1.07292 -0.74343 -0.07481 -0.34
N -0.47469 -1.99043 -0.13891 -0.44
H -1.00732 -0.05770 0.97327 0.29
H -2.07939 -0.51975 -0.50413 0.37
H 0.01387 -2.35269 -0.98022 0.24
H -1.00932 -2.77750 0.25209 0.28
C -0.47855 1.20912 -0.66978 -0.53
C 0.68431 0.55447 -0.10692 -0.09
N 1.37999 1.02638 0.96321 -0.42
H -0.81682 1.54688 -1.73192 0.31
H -0.99661 1.90076 0.04594 0.35
H 1.26017 -0.08067 -0.72070 0.37
H 2.40145 0.95521 0.99059 0.32
H 1.09983 2.01283 1.01401 0.30
```

Relative energy (zero: lowest compared OMol25 entry of this formula, charge and spin): 481.04 kJ/mol
Spin multiplicity: 1
Orbital gap: 9.681 eV
Charge: +1

Copy entry 1 word for word.
# C3H9N

A molecular structure, C3H9N in a non-equilibrium geometry (ωB97M-V with the def2-TZVPD basis set, the OMol25 dataset).

Structure (XYZ):
```
13
Properties=species:S:1:pos:R:3:mulliken_charge:R:1
C 1.47683 0.36044 0.12151 -1.10
C 0.51840 -0.78934 -0.32636 -0.55
C -1.72772 0.28358 -0.05522 -0.88
H 2.06820 0.11707 1.23707 0.23
H 2.32064 0.34521 -0.32685 0.48
H 1.17824 1.34243 -0.07413 0.31
H 0.19507 -0.21988 -1.55489 0.19
H 0.88395 -1.71707 -0.39108 0.43
H -0.27789 -0.72729 1.49932 0.27
H -2.49963 0.36829 0.59074 0.38
H -1.95168 -0.05678 -0.87021 0.47
H -1.37692 1.45196 -0.16768 0.18
N -0.80751 -0.75862 0.31778 -0.42
```

Relative energy (zero: lowest compared OMol25 entry of this formula, charge and spin): 509.87 kJ/mol
Spin multiplicity: 1
Orbital gap: 10.089 eV

What did the first record say?
# C3H9N

A molecular structure, C3H9N in a non-equilibrium geometry (ωB97M-V with the def2-TZVPD basis set, the OMol25 dataset).

Structure (XYZ):
```
13
Properties=species:S:1:pos:R:3:mulliken_charge:R:1
C 1.47683 0.36044 0.12151 -1.10
C 0.51840 -0.78934 -0.32636 -0.55
C -1.72772 0.28358 -0.05522 -0.88
H 2.06820 0.11707 1.23707 0.23
H 2.32064 0.34521 -0.32685 0.48
H 1.17824 1.34243 -0.07413 0.31
H 0.19507 -0.21988 -1.55489 0.19
H 0.88395 -1.71707 -0.39108 0.43
H -0.27789 -0.72729 1.49932 0.27
H -2.49963 0.36829 0.59074 0.38
H -1.95168 -0.05678 -0.87021 0.47
H -1.37692 1.45196 -0.16768 0.18
N -0.80751 -0.75862 0.31778 -0.42
```

Relative energy (zero: lowest compared OMol25 entry of this formula, charge and spin): 509.87 kJ/mol
Spin multiplicity: 1
Orbital gap: 10.089 eV